Formula: C33H28BrCsN7O2S
Source: OMol25
Level of theory: the ωB97M-V functional and the def2-TZVPD basis

Output
- Energy above the lowest of the compared OMol25 structures with the same formula, charge and spin: 34.4 kcal/mol
- E_tot: -4800.37782 Ha
- Kohn-Sham gap: 5.595 eV
- Max |F|: 0.0212 hartree/bohr
- Charge: -1
- Highest occupied orbital energy: -3.7 eV

CARTESIAN COORDINATES (ANGSTROEM)
1 Cs 0.25 0.16 -0.81
2 O 2.60 -2.17 2.47
3 C 1.88 -2.24 3.60
4 C 2.50 -2.65 4.79
5 C 1.78 -2.72 5.97
6 C 0.43 -2.39 5.99
7 C -0.18 -1.98 4.81
8 C 0.52 -1.90 3.62
9 C -0.16 -1.43 2.34
10 O 0.72 -1.12 1.35
11 N -1.13 -2.47 1.93
12 N -1.95 -2.07 0.94
13 C -2.49 -2.96 0.20
14 C -3.46 -2.66 -0.84
15 Br -3.91 -0.83 -1.07
16 C -4.01 -3.64 -1.56
17 C -5.00 -3.60 -2.66
18 C -4.97 -2.64 -3.67
19 C -5.91 -2.67 -4.69
20 C -6.89 -3.65 -4.72
21 C -6.91 -4.62 -3.72
22 C -5.97 -4.60 -2.71
23 H 1.94 -1.72 1.80
24 H 3.55 -2.90 4.75
25 H 2.28 -3.04 6.87
26 H -0.14 -2.44 6.91
27 H -1.23 -1.71 4.81
28 H -0.81 -0.57 2.59
29 H -0.72 -3.39 1.80
30 H -2.27 -4.03 0.32
31 H -3.72 -4.64 -1.26
32 H -4.20 -1.88 -3.67
33 H -5.87 -1.92 -5.47
34 H -7.62 -3.67 -5.51
35 H -7.67 -5.40 -3.74
36 H -5.99 -5.36 -1.94
37 C 1.83 4.17 -4.08
38 C 1.42 3.51 -2.79
39 N 1.76 2.24 -2.53
40 N 2.56 1.66 -3.53
41 C 2.26 0.55 -4.18
42 N 3.29 0.05 -4.96
43 S 0.79 -0.25 -4.15
44 C 0.71 4.23 -1.84
45 C 0.17 5.54 -1.96
46 C -0.90 5.93 -1.22
47 C -1.58 4.93 -0.44
48 C -0.99 3.75 -0.18
49 N 0.35 3.54 -0.61
50 H 2.92 4.30 -4.13
51 H 1.37 5.14 -4.21
52 H 1.55 3.54 -4.92
53 H 3.46 2.09 -3.70
54 H 4.23 0.19 -4.61
55 H 3.11 -0.89 -5.28
56 H 0.59 6.23 -2.69
57 H -1.31 6.92 -1.32
58 H -2.60 5.08 -0.11
59 H -1.46 2.93 0.33
60 N 6.11 -0.02 5.78
61 C 5.40 0.43 5.00
62 C 4.51 1.01 4.04
63 C 4.95 2.06 3.24
64 C 4.10 2.64 2.32
65 C 2.78 2.17 2.17
66 C 2.35 1.10 2.98
67 C 3.21 0.53 3.90
68 C 1.92 2.75 1.21
69 C 1.26 3.21 0.30
70 H 5.96 2.43 3.34
71 H 4.43 3.45 1.69
72 H 1.35 0.71 2.85
73 H 2.87 -0.31 4.50